Arrangement one

A single C23H29N3O2 molecule, computed with ωB97M-V with the def2-TZVPD basis set.

ORCA input file:
```
! RIJCOSX wB97M-V def2-TZVPD def2/J DEFGRID3
* xyz 0 1
C -3.924 2.603 -0.946
C -3.337 2.988 -2.299
C -4.311 2.699 -3.442
C -3.675 2.844 -4.828
C -3.040 1.550 -5.358
C -1.897 1.091 -4.468
O -0.789 1.579 -4.533
N -2.257 0.105 -3.600
C -1.515 -0.461 -2.555
C -0.179 -0.164 -2.318
C 0.487 -0.736 -1.252
C -0.144 -1.632 -0.386
N 0.515 -2.274 0.660
C 1.939 -2.108 0.838
C 2.276 -0.869 1.688
N 1.586 -0.967 2.953
C 2.172 -1.170 4.159
O 1.532 -1.478 5.149
C 3.649 -0.944 4.227
C 4.479 -1.973 4.654
C 5.839 -1.758 4.791
C 6.375 -0.510 4.521
C 5.549 0.525 4.117
C 4.190 0.311 3.968
C 0.157 -1.155 2.812
C -0.136 -2.391 1.950
C -1.483 -1.942 -0.654
C -2.153 -1.364 -1.709
H -3.234 2.860 -0.145
H -4.862 3.126 -0.772
H -4.113 1.533 -0.900
H -2.404 2.446 -2.450
H -3.096 4.053 -2.301
H -5.150 3.395 -3.359
H -4.723 1.693 -3.328
H -4.437 3.155 -5.547
H -2.911 3.622 -4.795
H -2.625 1.750 -6.348
H -3.802 0.773 -5.450
H -3.216 -0.211 -3.638
H 0.335 0.527 -2.964
H 1.520 -0.462 -1.107
H 2.435 -2.062 -0.130
H 2.306 -2.997 1.365
H 3.352 -0.808 1.849
H 1.937 0.038 1.172
H 4.050 -2.939 4.878
H 6.480 -2.564 5.115
H 7.436 -0.342 4.634
H 5.963 1.502 3.918
H 3.542 1.120 3.661
H -0.262 -1.272 3.813
H -0.271 -0.266 2.333
H -1.212 -2.500 1.831
H 0.253 -3.283 2.452
H -2.006 -2.660 -0.041
H -3.189 -1.625 -1.885
*
```

SMILES string: CCCCCC(=O)Nc1ccc(N2CCN(C(=O)c3ccccc3)CC2)cc1

natural (NBO) atomic charge list, values in e, 5 entries:
1. C -0.601
2. C -0.395
3. C -0.399
4. C -0.385
5. C -0.486

---

Arrangement two

A single C23H29N3O2 molecule, computed with ωB97M-V with the def2-TZVPD basis set.

ORCA input file:
```
! RIJCOSX wB97M-V def2-TZVPD def2/J DEFGRID3
* xyz 0 1
C 0.884 3.469 -0.049
C -0.373 2.607 0.025
C -0.088 1.163 0.465
C 0.406 1.100 1.911
C 0.873 0.566 -0.597
O 0.481 0.433 -1.740
N 2.138 0.335 -0.209
C 3.079 -0.354 -1.071
C 3.175 -1.838 -0.697
C 3.885 -2.046 0.638
C 5.262 -1.388 0.631
C 5.140 0.103 0.331
C 4.450 0.322 -1.013
N -1.308 0.340 0.361
C -1.131 -0.998 0.350
O -0.034 -1.521 0.492
C -2.359 -1.835 0.184
C -2.272 -3.006 -0.562
C -3.409 -3.784 -0.702
C -4.577 -3.373 -0.079
C -4.549 -2.201 0.663
N -3.474 -1.448 0.792
C -2.557 0.924 0.033
C -3.048 0.803 -1.261
C -4.267 1.366 -1.590
C -4.993 2.059 -0.636
C -4.498 2.188 0.650
C -3.282 1.623 0.989
H 1.338 3.602 0.930
H 1.617 3.023 -0.716
H 0.625 4.452 -0.434
H -0.828 2.571 -0.966
H -1.087 3.065 0.712
H 0.589 0.067 2.199
H -0.364 1.504 2.566
H 1.310 1.686 2.050
H 2.333 0.281 0.776
H 2.666 -0.264 -2.082
H 3.719 -2.362 -1.485
H 2.164 -2.245 -0.642
H 3.281 -1.630 1.447
H 3.986 -3.116 0.829
H 5.752 -1.536 1.595
H 5.882 -1.859 -0.135
H 6.132 0.560 0.309
H 4.572 0.591 1.126
H 4.335 1.391 -1.205
H 5.073 -0.096 -1.807
H -1.332 -3.277 -1.016
H -3.384 -4.694 -1.283
H -5.486 -3.949 -0.161
H -5.428 -1.842 1.181
H -2.460 0.273 -1.996
H -4.649 1.267 -2.596
H -5.945 2.498 -0.895
H -5.064 2.727 1.396
H -2.903 1.702 1.997
*
```

SMILES string: CC[C@](C)(C(=O)NC1CCCCC1)N(C(=O)c1ccccn1)c1ccccc1

natural (NBO) atomic charge list, values in e, 5 entries:
1. C -0.607
2. C -0.413
3. C 0.080
4. C -0.642
5. C 0.727

---

Stability ranking, top and bottom: arrangement two is the most stable and arrangement one is the least stable.

---

Arrangement one

15 unconnected molecules or ions with the total composition C45H120O15, computed with ωB97M-V with the def2-TZVPD basis set.

ORCA input file:
```
! RIJCOSX wB97M-V def2-TZVPD def2/J DEFGRID3
* xyz 0 1
C -2.153 -2.163 -5.753
C -0.908 -1.448 -5.310
C -1.270 -0.371 -4.340
O -0.163 -2.441 -4.621
H -2.832 -1.676 -6.453
H -2.836 -2.507 -4.977
H -1.907 -3.029 -6.369
H -0.391 -0.950 -6.130
H -0.372 0.141 -3.993
H -1.777 -0.805 -3.478
H -1.917 0.390 -4.777
H 0.698 -2.094 -4.371
C 3.592 3.435 -3.826
C 2.112 3.086 -3.387
C 1.100 3.159 -4.506
O 2.138 1.763 -2.976
H 4.175 3.382 -2.906
H 3.607 4.477 -4.144
H 4.059 2.824 -4.598
H 1.780 3.719 -2.563
H 1.298 2.423 -5.286
H 1.111 4.075 -5.097
H 0.062 3.018 -4.206
H 2.728 1.742 -2.216
C 2.720 -0.041 -6.536
C 3.126 -0.848 -5.302
C 4.453 -0.458 -4.657
O 2.115 -0.798 -4.354
H 2.772 1.032 -6.351
H 1.704 -0.278 -6.851
H 3.415 -0.315 -7.330
H 3.138 -1.920 -5.500
H 5.208 -0.281 -5.424
H 4.738 -1.232 -3.945
H 4.396 0.461 -4.073
H 2.207 0.111 -4.051
C 0.253 -0.226 6.886
C -0.546 -0.356 5.590
C -1.215 -1.739 5.496
O -1.622 0.598 5.681
H -0.332 -0.512 7.761
H 0.706 0.738 7.114
H 0.976 -1.031 6.751
H -0.004 -0.045 4.697
H -1.863 -1.783 4.620
H -1.774 -1.913 6.415
H -0.549 -2.588 5.343
H -2.020 0.670 4.809
C 3.920 1.011 3.621
C 2.868 0.141 4.330
C 2.759 -1.247 3.631
O 3.255 -0.057 5.640
H 3.682 1.295 2.596
H 4.911 0.557 3.625
H 3.909 1.981 4.118
H 1.898 0.637 4.287
H 3.664 -1.850 3.711
H 2.642 -0.958 2.586
H 1.974 -1.959 3.885
H 3.475 0.816 5.976
C 0.111 -0.588 -1.026
C -0.017 -0.577 0.493
C 0.079 0.786 1.115
O -1.267 -1.184 0.914
H -0.562 0.183 -1.405
H -0.230 -1.500 -1.515
H 1.148 -0.429 -1.322
H 0.810 -1.148 0.917
H -0.682 1.477 0.751
H 1.063 1.174 0.849
H 0.035 0.751 2.204
H -1.282 -2.088 0.587
C 4.293 -0.167 0.053
C 4.651 1.297 -0.090
C 5.814 1.588 -1.026
O 3.508 1.976 -0.611
H 3.368 -0.330 0.606
H 5.088 -0.675 0.599
H 4.215 -0.723 -0.882
H 4.889 1.635 0.919
H 6.656 0.941 -0.778
H 6.072 2.647 -1.030
H 5.504 1.259 -2.019
H 2.997 2.403 0.084
C -0.249 -5.839 -4.013
C -1.669 -5.291 -3.621
C -2.560 -6.215 -2.767
O -1.569 -4.073 -2.908
H 0.475 -5.575 -3.242
H 0.099 -5.241 -4.856
H -0.128 -6.883 -4.302
H -2.242 -5.032 -4.513
H -2.168 -6.406 -1.768
H -2.649 -7.153 -3.315
H -3.570 -5.821 -2.656
H -1.084 -3.386 -3.375
C -4.095 0.853 1.393
C -3.565 1.587 2.581
C -4.560 1.742 3.714
O -2.481 0.873 3.082
H -4.444 -0.163 1.577
H -3.355 0.878 0.592
H -4.957 1.350 0.945
H -3.364 2.621 2.295
H -4.814 0.828 4.251
H -5.506 2.160 3.369
H -4.238 2.427 4.500
H -2.287 0.284 2.348
C 1.135 -4.127 0.068
C -0.234 -4.563 0.617
C -0.324 -4.188 2.141
O -1.201 -3.794 -0.067
H 1.246 -4.164 -1.016
H 1.949 -4.768 0.411
H 1.386 -3.138 0.449
H -0.399 -5.635 0.505
H -1.363 -4.203 2.471
H 0.056 -3.188 2.353
H 0.254 -4.815 2.821
H -1.149 -4.098 -0.978
C -3.696 -6.863 1.784
C -3.897 -5.769 0.728
C -5.270 -5.773 0.069
O -3.613 -4.431 1.157
H -2.688 -6.903 2.198
H -3.907 -7.877 1.443
H -4.326 -6.771 2.669
H -3.101 -5.946 0.004
H -5.348 -6.492 -0.747
H -5.529 -4.813 -0.379
H -6.047 -5.992 0.802
H -2.824 -4.116 0.705
C -4.765 0.291 -2.262
C -5.029 -1.205 -2.505
C -4.121 -2.062 -1.649
O -6.447 -1.418 -2.313
H -5.467 0.979 -2.734
H -3.750 0.523 -2.586
H -4.888 0.522 -1.204
H -4.832 -1.398 -3.560
H -4.206 -3.130 -1.846
H -4.339 -1.919 -0.590
H -3.080 -1.759 -1.769
H -6.637 -1.311 -1.378
C 4.146 4.356 2.895
C 3.189 4.626 1.752
C 3.982 5.108 0.544
O 2.429 3.456 1.494
H 4.794 3.497 2.727
H 3.543 4.173 3.785
H 4.701 5.271 3.104
H 2.521 5.425 2.075
H 4.707 4.333 0.295
H 4.500 6.030 0.806
H 3.355 5.207 -0.342
H 1.626 3.826 1.114
C -1.894 4.462 -0.448
C -0.397 4.619 -0.653
C 0.124 5.818 -1.475
O 0.225 4.845 0.607
H -2.261 3.766 0.305
H -2.352 4.061 -1.353
H -2.361 5.430 -0.263
H 0.122 3.717 -0.977
H 1.191 5.964 -1.315
H -0.489 6.673 -1.189
H -0.074 5.707 -2.542
H -0.352 5.474 1.046
C 0.433 4.198 5.896
C 0.181 4.730 4.434
C -0.995 3.996 3.814
O -0.191 6.112 4.450
H 1.331 4.583 6.379
H 0.466 3.111 5.960
H -0.384 4.522 6.542
H 1.120 4.668 3.883
H -1.454 4.441 2.931
H -1.856 3.913 4.478
H -0.802 2.936 3.647
H -0.552 6.260 3.573
*
```

Löwdin atomic charge list, values in e, 5 entries:
1. C -0.055
2. C -0.468
3. C -0.056
4. O -0.063
5. H 0.084

---

Arrangement two

15 unconnected molecules or ions with the total composition C45H120O15, computed with ωB97M-V with the def2-TZVPD basis set.

ORCA input file:
```
! RIJCOSX wB97M-V def2-TZVPD def2/J DEFGRID3
* xyz 0 1
C 3.399 2.289 -4.605
C 3.012 3.605 -4.019
C 3.726 3.935 -2.773
O 3.227 4.584 -5.024
H 3.253 1.421 -3.962
H 4.427 2.219 -4.961
H 2.774 2.014 -5.455
H 1.954 3.510 -3.774
H 3.449 4.875 -2.296
H 4.813 3.945 -2.850
H 3.465 3.203 -2.008
H 2.621 4.543 -5.768
C -1.614 0.502 0.911
C -0.362 -0.350 0.451
C 0.506 0.394 -0.577
O 0.364 -0.586 1.686
H -1.332 1.515 1.195
H -2.065 0.086 1.812
H -2.292 0.488 0.057
H -0.757 -1.222 -0.070
H -0.071 0.606 -1.477
H 1.402 -0.168 -0.840
H 0.903 1.341 -0.212
H 0.728 0.254 1.976
C -2.859 -0.194 4.633
C -3.830 -0.970 5.383
C -4.641 -0.119 6.414
O -4.740 -1.479 4.437
H -2.518 0.599 5.299
H -3.199 0.241 3.692
H -1.964 -0.760 4.376
H -3.211 -1.746 5.834
H -5.345 0.538 5.902
H -3.989 0.538 6.991
H -5.243 -0.817 6.994
H -5.610 -1.504 4.843
C 3.651 3.356 2.398
C 2.915 2.352 1.542
C 3.473 0.971 1.452
O 1.598 2.264 1.998
H 4.657 3.372 1.979
H 3.767 3.062 3.441
H 3.142 4.320 2.380
H 2.860 2.777 0.540
H 3.798 0.461 2.359
H 4.244 0.757 0.712
H 2.613 0.340 1.226
H 1.134 3.072 1.763
C 2.595 -3.071 -1.092
C 3.587 -2.521 -2.212
C 4.974 -3.100 -2.157
O 2.995 -2.914 -3.445
H 2.385 -4.135 -1.205
H 1.706 -2.451 -1.207
H 2.967 -3.020 -0.069
H 3.732 -1.441 -2.179
H 5.533 -2.505 -1.436
H 5.564 -3.046 -3.072
H 5.055 -4.127 -1.801
H 2.276 -2.343 -3.726
C 0.744 5.381 -0.612
C -0.392 5.117 0.344
C -1.522 4.226 -0.287
O 0.046 4.517 1.519
H 1.256 6.271 -0.248
H 0.455 5.714 -1.609
H 1.368 4.492 -0.712
H -0.903 6.056 0.559
H -1.958 4.772 -1.124
H -2.240 3.945 0.482
H -1.003 3.320 -0.601
H 0.358 5.233 2.077
C 0.274 1.341 5.251
C 1.625 1.794 5.609
C 2.058 1.505 7.072
O 2.649 1.348 4.771
H 0.181 0.256 5.297
H -0.125 1.748 4.322
H -0.406 1.841 5.942
H 1.627 2.880 5.513
H 1.473 2.014 7.838
H 3.092 1.827 7.199
H 1.919 0.461 7.352
H 2.264 1.275 3.894
C -3.696 5.157 -4.339
C -2.303 5.451 -4.905
C -1.032 5.167 -4.017
O -2.136 4.464 -5.942
H -3.673 5.644 -3.364
H -3.807 4.127 -4.001
H -4.550 5.615 -4.836
H -2.212 6.386 -5.458
H -1.121 5.910 -3.224
H -0.076 5.331 -4.515
H -1.101 4.225 -3.473
H -2.915 4.596 -6.488
C 6.384 1.241 6.652
C 5.903 1.234 5.183
C 7.119 0.871 4.285
O 4.956 0.158 5.095
H 7.113 2.049 6.720
H 6.748 0.284 7.024
H 5.533 1.454 7.300
H 5.473 2.171 4.830
H 7.385 -0.161 4.510
H 7.930 1.577 4.460
H 6.917 0.966 3.218
H 4.081 0.553 5.097
C -3.476 -4.283 2.797
C -3.434 -3.296 1.571
C -3.437 -4.091 0.239
O -4.594 -2.450 1.585
H -3.440 -3.881 3.809
H -2.660 -5.004 2.755
H -4.345 -4.942 2.771
H -2.535 -2.683 1.519
H -2.631 -4.824 0.258
H -3.158 -3.510 -0.640
H -4.378 -4.626 0.109
H -4.625 -2.083 2.471
C 1.538 -4.562 3.931
C 1.023 -3.193 3.550
C 2.013 -2.109 3.965
O 0.790 -3.144 2.115
H 0.909 -5.331 3.483
H 1.516 -4.604 5.020
H 2.520 -4.659 3.467
H 0.101 -3.072 4.119
H 2.049 -2.093 5.055
H 1.685 -1.073 3.878
H 2.989 -2.255 3.504
H 0.470 -2.256 1.941
C -4.591 -0.482 -1.497
C -5.506 0.771 -1.635
C -5.251 1.993 -0.837
O -5.640 1.141 -2.988
H -5.217 -1.337 -1.754
H -4.125 -0.597 -0.519
H -3.793 -0.495 -2.239
H -6.522 0.502 -1.345
H -6.101 2.659 -0.987
H -4.329 2.456 -1.191
H -5.145 1.722 0.213
H -6.266 1.865 -3.066
C -0.589 -2.212 -3.619
C 0.021 -3.099 -4.692
C -1.117 -3.807 -5.413
O 0.582 -2.185 -5.576
H -1.502 -1.842 -4.086
H 0.071 -1.450 -3.205
H -1.012 -2.860 -2.851
H 0.747 -3.848 -4.376
H -1.770 -3.064 -5.870
H -1.639 -4.439 -4.695
H -0.767 -4.496 -6.182
H -0.099 -1.575 -5.867
C -2.202 -7.631 -1.483
C -1.021 -6.955 -2.277
C -0.574 -5.599 -1.728
O 0.039 -7.931 -2.314
H -3.036 -6.928 -1.460
H -1.875 -7.746 -0.450
H -2.618 -8.570 -1.849
H -1.367 -6.585 -3.242
H -1.350 -4.834 -1.715
H 0.255 -5.321 -2.379
H -0.245 -5.576 -0.689
H 0.894 -7.494 -2.319
C -3.036 0.455 -5.281
C -1.732 0.760 -5.992
C -0.541 1.241 -5.165
O -1.283 -0.388 -6.709
H -3.571 1.362 -4.999
H -2.879 -0.094 -4.353
H -3.725 -0.076 -5.938
H -2.019 1.545 -6.692
H 0.388 1.312 -5.730
H -0.384 0.604 -4.294
H -0.765 2.237 -4.783
H -2.049 -0.652 -7.223
*
```

Löwdin atomic charge list, values in e, 5 entries:
1. C -0.063
2. C -0.526
3. C -0.061
4. O -0.038
5. H 0.077

---

Stability ranking, top and bottom: arrangement one is the most stable and arrangement two is the least stable.